Below is a cluster of 14 separate species, C56H112O14 in total, with properties calculated with ωB97M-V with the def2-TZVPD basis set.

Calculated values
2S+1: 1
Energy above the lowest of the compared OMol25 structures with the same formula, charge and spin: 7.340 eV
Lowest unoccupied orbital energy: -0.06 eV
Frontier orbital gap: 9.34 eV

XYZ file:
```
182
Properties=species:S:1:pos:R:3:lowdin_charge:R:1
C 6.306 1.342 -3.466 -0.17
C 6.150 2.224 -4.701 -0.20
C 5.229 3.305 -4.294 -0.17
O 4.377 2.515 -3.410 -0.14
C 4.888 1.287 -3.007 -0.25
H 7.011 1.817 -2.783 0.12
H 6.649 0.313 -3.574 0.11
H 5.753 1.748 -5.599 0.12
H 7.093 2.641 -5.054 0.11
H 4.732 3.697 -5.182 0.12
H 5.658 4.113 -3.702 0.12
H 4.400 0.437 -3.485 0.11
H 4.827 1.112 -1.933 0.12
C -3.436 5.200 -0.224 -0.22
C -3.983 5.473 1.110 -0.22
C -4.811 6.718 0.962 -0.15
O -4.384 7.284 -0.346 -0.12
C -3.232 6.569 -0.766 -0.23
H -4.194 4.684 -0.814 0.12
H -2.553 4.567 -0.311 0.12
H -3.153 5.604 1.804 0.12
H -4.553 4.609 1.452 0.11
H -4.672 7.353 1.837 0.12
H -5.831 6.337 0.910 0.11
H -2.278 6.979 -0.433 0.12
H -3.206 6.395 -1.841 0.12
C 7.339 -3.953 -0.980 -0.15
C 5.926 -3.871 -0.397 -0.18
C 5.832 -5.291 0.301 -0.12
O 7.214 -5.504 0.818 -0.17
C 8.064 -4.497 0.358 -0.23
H 7.702 -2.965 -1.262 0.10
H 7.515 -4.633 -1.814 0.11
H 5.168 -3.741 -1.169 0.10
H 5.942 -3.034 0.300 0.11
H 5.752 -6.021 -0.504 0.11
H 5.085 -5.298 1.094 0.11
H 9.067 -4.872 0.156 0.11
H 8.236 -3.721 1.104 0.11
C 2.745 -3.055 -6.136 -0.17
C 2.257 -4.359 -5.546 -0.17
C 3.367 -5.342 -6.021 -0.19
O 4.551 -4.575 -6.029 -0.15
C 4.281 -3.236 -6.417 -0.17
H 2.366 -2.310 -5.437 0.10
H 2.250 -2.816 -7.077 0.10
H 1.282 -4.765 -5.812 0.11
H 2.144 -4.178 -4.477 0.10
H 3.240 -5.678 -7.050 0.12
H 3.450 -6.172 -5.319 0.12
H 4.500 -3.087 -7.475 0.11
H 4.857 -2.515 -5.837 0.11
C -3.403 0.861 6.726 -0.18
C -4.844 0.542 7.031 -0.17
C -5.708 1.106 5.904 -0.18
O -4.705 1.186 4.897 -0.17
C -3.479 1.656 5.455 -0.21
H -2.824 -0.052 6.587 0.11
H -2.895 1.506 7.442 0.11
H -5.086 1.032 7.974 0.11
H -4.969 -0.526 7.210 0.11
H -6.187 2.079 6.017 0.11
H -6.511 0.453 5.561 0.12
H -3.534 2.733 5.617 0.12
H -2.675 1.506 4.735 0.12
C 1.307 5.298 7.871 -0.17
C 1.788 3.870 7.656 -0.17
C 1.452 3.539 6.167 -0.17
O 0.501 4.567 5.825 -0.17
C 0.026 5.218 7.020 -0.20
H 1.964 6.030 7.401 0.11
H 1.223 5.698 8.881 0.11
H 1.191 3.250 8.324 0.11
H 2.861 3.894 7.844 0.11
H 1.014 2.582 5.884 0.11
H 2.335 3.723 5.555 0.11
H -0.860 4.699 7.385 0.11
H -0.341 6.205 6.738 0.11
C -3.327 -2.309 -5.903 -0.17
C -4.850 -2.195 -6.131 -0.16
C -5.054 -0.639 -6.343 -0.15
O -3.716 -0.072 -6.243 -0.14
C -2.943 -0.902 -5.439 -0.24
H -2.755 -2.683 -6.752 0.11
H -3.176 -3.043 -5.112 0.10
H -5.357 -2.598 -5.254 0.10
H -5.330 -2.747 -6.939 0.10
H -5.732 -0.434 -5.514 0.10
H -5.575 -0.392 -7.269 0.11
H -3.110 -0.735 -4.374 0.12
H -1.888 -0.707 -5.631 0.12
C -7.364 0.282 0.162 -0.20
C -8.491 1.229 0.036 -0.19
C -8.397 1.927 -1.304 -0.18
O -7.429 1.086 -1.975 -0.16
C -6.437 0.593 -0.998 -0.16
H -7.752 -0.736 0.138 0.11
H -6.836 0.298 1.115 0.11
H -8.340 2.002 0.790 0.11
H -9.481 0.806 0.210 0.11
H -7.986 2.936 -1.267 0.11
H -9.289 2.102 -1.905 0.12
H -5.621 1.276 -0.759 0.11
H -5.909 -0.322 -1.266 0.11
C -1.319 -7.454 -1.196 -0.13
C -1.246 -6.983 -2.658 -0.18
C -0.725 -8.192 -3.357 -0.22
O -0.124 -9.062 -2.419 -0.13
C -0.136 -8.484 -1.169 -0.23
H -2.218 -8.042 -1.014 0.11
H -1.247 -6.646 -0.468 0.10
H -0.657 -6.066 -2.672 0.11
H -2.238 -6.751 -3.046 0.11
H 0.005 -7.918 -4.118 0.11
H -1.536 -8.675 -3.902 0.12
H 0.826 -7.983 -1.064 0.11
H -0.137 -9.295 -0.440 0.12
C 4.755 -2.487 6.655 -0.20
C 4.125 -2.880 5.266 -0.16
C 3.021 -3.770 5.750 -0.20
O 3.675 -4.414 6.920 -0.17
C 4.884 -3.694 7.466 -0.17
H 4.016 -1.870 7.167 0.11
H 5.713 -1.979 6.547 0.11
H 4.737 -3.545 4.656 0.11
H 3.689 -2.061 4.693 0.11
H 2.728 -4.379 4.895 0.11
H 2.171 -3.220 6.154 0.11
H 5.813 -4.169 7.150 0.11
H 4.868 -3.629 8.554 0.12
C 4.861 5.390 1.148 -0.15
C 5.706 5.992 2.299 -0.19
C 4.788 6.452 3.389 -0.18
O 3.468 6.339 2.764 -0.16
C 3.511 6.103 1.366 -0.20
H 4.808 4.318 1.333 0.10
H 5.432 5.368 0.219 0.10
H 6.331 6.771 1.863 0.11
H 6.278 5.230 2.828 0.10
H 4.945 7.438 3.826 0.11
H 4.841 5.728 4.202 0.11
H 3.486 7.079 0.883 0.11
H 2.650 5.534 1.015 0.12
C -0.959 4.699 -6.902 -0.15
C -0.270 5.857 -7.674 -0.16
C 0.321 6.763 -6.622 -0.24
O -0.088 6.204 -5.416 -0.15
C -0.235 4.782 -5.562 -0.19
H -0.972 3.675 -7.273 0.11
H -2.023 4.852 -6.719 0.11
H -1.028 6.431 -8.207 0.10
H 0.376 5.533 -8.490 0.11
H -0.099 7.768 -6.629 0.12
H 1.401 6.873 -6.724 0.11
H -0.847 4.412 -4.739 0.12
H 0.737 4.312 -5.418 0.12
C -5.341 -4.522 4.396 -0.17
C -4.363 -3.834 3.409 -0.16
C -4.794 -4.457 2.116 -0.19
O -4.909 -5.833 2.558 -0.15
C -5.549 -5.900 3.814 -0.23
H -6.347 -4.111 4.481 0.11
H -4.941 -4.565 5.409 0.10
H -3.392 -4.206 3.738 0.12
H -4.533 -2.769 3.253 0.11
H -3.949 -4.333 1.439 0.12
H -5.735 -4.094 1.703 0.12
H -5.239 -6.683 4.505 0.11
H -6.587 -6.212 3.699 0.11
C 1.113 -1.179 0.544 -0.15
C 0.903 0.358 0.402 -0.14
C 0.055 0.539 -0.919 -0.18
O -0.031 -0.768 -1.470 -0.18
C 0.043 -1.708 -0.400 -0.21
H 1.272 -1.521 1.567 0.11
H 2.019 -1.449 0.002 0.10
H 1.840 0.902 0.283 0.10
H 0.395 0.739 1.288 0.10
H 0.522 1.301 -1.542 0.11
H -0.988 0.777 -0.707 0.11
H 0.232 -2.627 -0.956 0.12
H -0.974 -1.608 -0.023 0.12
```